{"formula": "C43H37Cl2N5O3TaTe", "method": "ωB97M-V/def2-TZVPD", "elements": ["Ta", "Cl", "C", "C", "C", "N", "C", "O", "C", "C", "C", "C", "C", "N", "C", "C", "C", "Cl", "N", "C", "O", "C", "C", "C", "C", "C", "N", "H", "H", "H", "H", "H", "H", "H", "H", "H", "H", "C", "C", "C", "C", "C", "C", "Te", "N", "C", "O", "C", "C", "C", "C", "C", "C", "C", "C", "C", "C", "C", "C", "C", "C", "C", "C", "C", "C", "H", "H", "H", "H", "H", "H", "H", "H", "H", "H", "H", "H", "H", "H", "H", "H", "H", "H", "H", "H", "H", "H", "H", "H", "H", "H", "H"], "xyz": [[-0.68611, 2.20186, 2.33162], [-3.86155, 6.73365, 6.51806], [-2.78046, 6.06888, 5.35975], [-3.01037, 4.77710, 4.90552], [-2.14615, 4.23976, 3.96976], [-2.25271, 2.97928, 3.31019], [-3.41438, 2.20207, 3.53126], [-3.96393, 2.03553, 4.57897], [-3.86812, 1.63569, 2.21844], [-5.17450, 1.27872, 1.96243], [-5.49955, 0.90291, 0.66447], [-4.50256, 0.87441, -0.29802], [-3.20674, 1.21297, 0.06181], [-2.89932, 1.60253, 1.29701], [-1.06411, 4.96782, 3.49431], [-0.82086, 6.24736, 3.95686], [-1.68900, 6.79787, 4.89078], [-1.38232, 8.39347, 5.45032], [-0.25824, 4.20834, 2.60178], [0.74418, 4.83448, 1.88585], [0.85719, 5.99915, 1.61509], [1.75978, 3.81301, 1.47000], [2.94230, 4.14330, 0.84989], [3.86410, 3.13254, 0.61743], [3.56317, 1.83551, 1.01429], [2.34088, 1.57609, 1.59770], [1.44400, 2.55340, 1.82610], [-3.84165, 4.21929, 5.30523], [-5.90397, 1.31873, 2.75936], [-6.51841, 0.64636, 0.40747], [-4.71845, 0.59778, -1.32015], [-2.39650, 1.18023, -0.65795], [0.01149, 6.83375, 3.60303], [3.12050, 5.17766, 0.59061], [4.81054, 3.35346, 0.14207], [4.26663, 1.02874, 0.87067], [2.06506, 0.57957, 1.91106], [5.81244, -5.05801, -2.30043], [4.51284, -4.38285, -1.97540], [3.37108, -4.62337, -2.73139], [2.16755, -3.98764, -2.46733], [0.96638, -4.32717, -3.31298], [2.12665, -3.06137, -1.41030], [0.17079, -2.32511, -1.12113], [0.31654, -0.72709, 0.10152], [-0.31962, -0.81022, 1.20512], [-0.53267, 0.32556, 1.88367], [-0.87164, -2.01875, 1.86424], [-0.04114, -3.11896, 2.06697], [-0.55453, -4.27523, 2.63497], [-1.89794, -4.33912, 2.97639], [-2.72662, -3.24321, 2.76956], [-2.21529, -2.07633, 2.22462], [-0.12037, -1.11739, -2.79912], [-1.28704, -1.37445, -3.53576], [-2.28100, -2.45640, -3.18867], [-1.52255, -0.60403, -4.66851], [-0.64855, 0.39787, -5.07139], [-0.90340, 1.20039, -6.31319], [0.48223, 0.63836, -4.29705], [0.77487, -0.09860, -3.15840], [2.00197, 0.27321, -2.37125], [3.24259, -2.81670, -0.60598], [3.26457, -1.90306, 0.59033], [4.41913, -3.48857, -0.91837], [5.65572, -5.96703, -2.87755], [6.36402, -5.30921, -1.39552], [6.44181, -4.39139, -2.89334], [3.41427, -5.33494, -3.54725], [1.22181, -5.09562, -4.03891], [0.60186, -3.46386, -3.87463], [0.14288, -4.72867, -2.71189], [1.01211, -3.05796, 1.81298], [0.09280, -5.12321, 2.81241], [-2.29943, -5.24201, 3.41603], [-3.77290, -3.29822, 3.03826], [-2.85625, -1.21578, 2.07826], [-2.53564, -2.48146, -2.12718], [-1.90966, -3.44702, -3.46301], [-3.20727, -2.29899, -3.73720], [-2.41250, -0.79827, -5.25546], [-1.86511, 0.95525, -6.75856], [-0.12696, 1.00679, -7.05480], [-0.88427, 2.26891, -6.09680], [1.16756, 1.42416, -4.59552], [2.76100, 0.68129, -3.03690], [2.44179, -0.56927, -1.84231], [1.75243, 1.03482, -1.62961], [2.43853, -1.19853, 0.59689], [4.19838, -1.34029, 0.60655], [3.23336, -2.48768, 1.51270], [5.29251, -3.30683, -0.30135]], "e_above_lowest_ev": 0.0000, "charge": 2, "multiplicity": 2, "fmax_ev_per_a": 2.0, "s_squared": 0.755, "orbital_gap_ev": [6.130, 5.974]}

{"formula": "C43H37GaN5O3PS2", "method": "ωB97M-V/def2-TZVPD", "elements": ["Ga", "C", "C", "C", "C", "C", "C", "C", "S", "O", "O", "N", "C", "C", "C", "C", "C", "C", "C", "C", "N", "C", "H", "H", "H", "H", "H", "H", "H", "H", "H", "H", "H", "H", "H", "C", "N", "C", "C", "N", "C", "S", "C", "C", "C", "C", "C", "N", "H", "H", "H", "H", "H", "H", "H", "H", "H", "O", "P", "C", "C", "C", "C", "C", "C", "C", "C", "C", "C", "C", "C", "C", "C", "C", "C", "C", "C", "H", "H", "H", "H", "H", "H", "H", "H", "H", "H", "H", "H", "H", "H", "H"], "xyz": [[-1.59979, -0.41542, 0.36693], [4.39099, -2.10448, -5.44233], [3.34462, -2.16210, -4.34177], [2.91129, -1.02349, -3.68691], [1.84651, -1.07656, -2.75888], [1.20962, -2.28577, -2.53485], [1.80243, -3.49082, -3.00475], [2.88160, -3.39151, -3.86606], [-0.24890, -2.51718, -1.54449], [0.11496, -2.73777, -0.11885], [-1.07101, -3.52482, -2.23193], [-1.00222, -1.02829, -1.51354], [-1.78817, -0.46595, -2.54071], [-1.85499, -0.81759, -3.89770], [-2.58121, 0.03589, -4.75076], [-3.21276, 1.16572, -4.27236], [-3.29231, 1.47899, -2.90943], [-3.99996, 2.59971, -2.36687], [-3.93272, 2.80225, -1.02105], [-3.34995, 1.88428, -0.11992], [-2.69116, 0.83715, -0.62923], [-2.54463, 0.62707, -2.03471], [5.14221, -2.89882, -5.37177], [4.87498, -1.15414, -5.39716], [3.84582, -2.20218, -6.37897], [3.32005, -0.02837, -3.95401], [1.40809, -0.14621, -2.43447], [1.35822, -4.45129, -2.72917], [3.42207, -4.31816, -4.11981], [-1.47847, -1.80637, -4.18761], [-2.61684, -0.24888, -5.79180], [-3.79387, 1.85416, -4.93815], [-4.45720, 3.26176, -3.10189], [-4.53865, 3.64336, -0.59718], [-3.50729, 1.96412, 0.96741], [-1.01246, -0.87950, 5.54754], [-1.36371, -1.80962, 4.50097], [-0.95675, -3.11918, 4.48930], [-1.20244, -3.65018, 3.27766], [-1.92596, -2.67900, 2.50922], [-1.87261, -1.48434, 3.24280], [-2.42676, 0.01224, 2.79170], [-2.82973, -2.97292, 1.47422], [-3.48934, -4.19571, 1.45615], [-4.26135, -4.51630, 0.33895], [-4.47456, -3.49931, -0.57944], [-3.81491, -2.33399, -0.48312], [-2.93851, -2.05532, 0.49262], [-1.93065, -0.41592, 5.98492], [-0.40777, -0.07757, 5.13123], [-0.42762, -1.40576, 6.34188], [-0.61473, -3.62912, 5.37176], [-0.96992, -4.63745, 2.93712], [-3.25401, -4.92150, 2.29829], [-4.76854, -5.51917, 0.25739], [-5.07010, -3.64962, -1.48801], [-4.00489, -1.61119, -1.29243], [0.01417, 0.60125, 0.62929], [1.08372, 1.58827, 1.06391], [1.28157, 2.93755, -0.14597], [2.14841, 4.04695, 0.13159], [2.46583, 4.96569, -0.87476], [1.84324, 4.77290, -2.14256], [0.95313, 3.72445, -2.37230], [0.78096, 2.71401, -1.39960], [0.67415, 2.45475, 2.64353], [1.21331, 2.17403, 3.91400], [0.88471, 2.94460, 4.98852], [-0.04954, 4.00232, 4.90212], [-0.62517, 4.23391, 3.68467], [-0.31115, 3.48484, 2.55804], [2.67542, 0.82834, 1.36100], [2.54477, -0.43547, 2.07049], [3.63442, -1.29378, 2.13902], [4.89413, -0.85515, 1.73660], [5.05486, 0.42771, 1.25439], [3.96499, 1.31919, 1.04564], [2.60389, 4.11930, 1.13303], [3.23656, 5.73238, -0.63990], [2.20191, 5.32928, -2.99756], [0.37304, 3.61229, -3.24890], [0.22629, 1.78728, -1.63400], [2.06841, 1.47217, 4.05131], [1.27588, 2.63098, 5.93706], [-0.15224, 4.71532, 5.70591], [-1.36262, 4.98891, 3.62015], [-0.78998, 3.71227, 1.60137], [1.55369, -0.67360, 2.41557], [3.41389, -2.36412, 2.29261], [5.76266, -1.47137, 1.83684], [6.00481, 0.72503, 0.87271], [4.16381, 2.23965, 0.52018]], "e_above_lowest_ev": 0.0000, "charge": 2, "fmax_ev_per_a": 2.8, "orbital_gap_ev": 7.405}